Density functional theory data (the ωB97M-V functional and the def2-TZVPD basis) for C22H12F5INOPt as an isolated structure.

XYZ file:
```
43
Properties=species:S:1:pos:R:3
Pt 0.37671 -0.40809 0.27937
C -0.74474 2.43508 -2.94034
C -2.12687 2.42122 -2.77802
C -2.66887 1.73934 -1.70543
C -1.82812 1.06246 -0.81798
C -0.42517 1.00737 -0.98822
C 0.08108 1.74069 -2.06939
C -2.31525 0.47119 0.42854
C -3.66810 0.52214 0.85304
C -4.00222 0.12113 2.10399
C -2.98571 -0.26619 3.00756
C -3.25197 -0.55894 4.36473
C -2.23321 -0.83907 5.22725
C -0.90311 -0.83152 4.75775
C -0.62114 -0.58971 3.44368
C -1.66262 -0.31812 2.53091
N -1.37403 -0.04980 1.21398
H -0.30852 2.99247 -3.76229
H -2.77076 2.94873 -3.47095
H -3.74267 1.74550 -1.56304
H 1.14911 1.78354 -2.23766
H -4.42116 0.88162 0.16867
H -5.03248 0.13493 2.44061
H -4.28071 -0.53713 4.70555
H -2.44162 -1.05334 6.26750
H -0.09187 -1.03197 5.44518
H 0.38595 -0.58540 3.07739
I -0.73987 -3.51212 1.66270
C 0.92718 -2.12711 1.28943
H 1.44586 -2.10755 2.24889
H 1.52004 -2.71789 0.59370
F 3.99706 1.37076 -5.34618
C 3.52146 0.82792 -4.20881
C 2.66996 -0.26172 -4.25169
F 2.30667 -0.76700 -5.44324
C 2.19229 -0.82188 -3.08344
F 1.34747 -1.85745 -3.17380
C 2.52953 -0.32428 -1.81230
O 2.09746 -0.86952 -0.71558
C 3.40539 0.77432 -1.81304
F 3.77396 1.31917 -0.64242
C 3.88799 1.34053 -2.97823
F 4.72062 2.39511 -2.92310
```

Computed properties:
Frontier orbital gap   0.2618 hartree
F_max   0.5 eV Å⁻¹
HOMO level   -0.1804 hartree
Charge   -1
Spin multiplicity   1

---

Density functional theory data (the ωB97M-V functional and the def2-TZVPD basis) for C22H13BrF4N3O4PReS as an isolated structure in a non-equilibrium geometry.

XYZ file:
```
50
Properties=species:S:1:pos:R:3
Re 0.93020 -0.30961 1.44913
F 3.93620 -0.28701 -5.03567
C 3.06160 -0.16481 -4.06737
C 1.71440 0.08749 -4.36007
F 1.29900 0.19229 -5.60187
C 0.81370 0.24689 -3.30497
F -0.45800 0.55349 -3.53887
C 1.20280 0.09919 -1.97727
P -0.01200 0.38389 -0.63337
C -1.49180 -0.60801 -0.86027
C -2.55690 -0.30111 -0.00217
C -3.71070 -1.05731 -0.04127
C -3.78510 -2.14191 -0.90777
C -2.71150 -2.47231 -1.72987
C -1.54900 -1.72221 -1.69817
C -0.30310 2.16479 -0.61737
C 0.73140 2.97999 -0.14257
C 0.57590 4.35289 -0.13967
C -0.61130 4.91439 -0.59647
C -1.62870 4.10529 -1.08517
C -1.48840 2.72679 -1.09137
C 2.54310 -0.17291 -1.70657
Br 3.10830 -0.39621 0.15153
C 3.47720 -0.28101 -2.72987
F 4.74360 -0.48731 -2.44337
H -2.45570 0.51399 0.70103
H -4.53270 -0.82711 0.61913
H -4.67390 -2.75401 -0.91627
H -2.78540 -3.32361 -2.38927
H -0.71000 -1.98621 -2.32537
H 1.64290 2.53439 0.23423
H 1.37110 4.98269 0.23193
H -0.74610 5.98409 -0.55367
H -2.53900 4.55259 -1.45597
H -2.27860 2.10009 -1.47697
C 0.11830 1.06789 5.18223
S 0.57600 0.33209 3.64913
O 1.43480 -0.83681 3.72193
O -0.61320 -0.06031 2.82143
O 1.25740 1.30599 2.72773
H -0.56430 0.39609 5.69293
H -0.35690 2.02259 4.98003
H 1.02660 1.20169 5.76123
O 0.49850 -2.23711 1.13353
N 1.28960 -3.23471 1.27363
C 1.15230 -4.20611 2.09993
C 1.99770 -5.34861 2.03333
N 2.64050 -6.29241 2.00213
C 0.13520 -4.19491 3.10433
N -0.71620 -4.09771 3.85843
```

Computed properties:
Frontier orbital gap (alpha / beta)   0.1884 / 0.2282 hartree
F_max   4.0 eV Å⁻¹
HOMO level (alpha / beta)   -0.5599 / -0.5564 hartree
Charge   +2
Spin multiplicity   2

---

Density functional theory data (the ωB97M-V functional and the def2-TZVPD basis) for C22H14BrF6MoN5O6S2 as an isolated structure in a non-equilibrium geometry.

XYZ file:
```
57
Properties=species:S:1:pos:R:3
Mo -0.99391 1.82171 0.62913
F 0.80727 6.76785 -0.46000
C 0.55912 5.87560 0.47646
F 0.24212 6.46810 1.61432
F 1.61846 5.09763 0.66048
S -0.80848 4.76707 -0.05858
O -0.97960 3.86908 1.15036
O -0.36730 4.05312 -1.21925
N -2.03027 5.72180 -0.22537
S -3.43944 4.95933 -0.28782
O -3.25538 3.55007 -0.59006
O -4.42654 5.67878 -1.01070
C -4.02307 4.92187 1.49432
F -3.81070 3.69948 2.01454
F -5.32543 5.15308 1.53502
F -3.38241 5.80223 2.24297
Br 7.60018 -8.15145 -0.26670
C 6.37748 -6.72081 -0.30482
C 5.07517 -6.92760 0.11445
C 4.18899 -5.86072 0.10241
C 4.60486 -4.61028 -0.32248
C 5.91171 -4.41674 -0.75833
C 6.80200 -5.47291 -0.74836
N 3.62369 -3.56524 -0.24093
N 4.05189 -2.44371 -0.54442
C 3.12324 -1.35829 -0.45956
C 3.71924 -0.13036 -0.44289
C 3.01200 1.07052 -0.20635
C 1.67241 1.00001 0.00009
O 0.86672 2.00247 0.33865
C 1.00496 -0.25113 -0.08163
N -0.34492 -0.18607 0.16722
C -1.02874 -1.31515 0.14718
C -0.44297 -2.54404 -0.15524
C 0.90312 -2.62244 -0.40056
C 1.69502 -1.44931 -0.33309
H 4.76168 -7.90357 0.45639
H 3.16694 -5.98640 0.43734
H 6.22308 -3.43269 -1.07829
H 7.82453 -5.33306 -1.06928
H 4.79365 -0.10069 -0.56932
H 3.52041 2.02342 -0.16137
H -2.08526 -1.25338 0.37425
H -1.06414 -3.42726 -0.19528
H 1.36153 -3.56845 -0.62879
O -2.78393 1.19159 0.82726
N -3.95717 0.78417 0.35062
C -4.08453 0.54310 -0.96228
C -5.30047 0.12717 -1.45433
C -6.36968 -0.03336 -0.58481
C -6.19165 0.22376 0.76590
C -4.95853 0.63235 1.22426
H -3.20086 0.71562 -1.55797
H -5.40203 -0.05800 -2.51353
H -7.33138 -0.35772 -0.95735
H -7.00215 0.11329 1.47115
H -4.72055 0.84653 2.25496
```

Computed properties:
Frontier orbital gap (alpha / beta)   0.2216 / 0.2391 hartree
F_max   1.8 eV Å⁻¹
HOMO level (alpha / beta)   -0.3861 / -0.3921 hartree
Charge   +1
Spin multiplicity   4

---

Density functional theory data (the ωB97M-V functional and the def2-TZVPD basis) for C22H14BrHgN4O as an isolated structure.

XYZ file:
```
43
Properties=species:S:1:pos:R:3
Hg 0.01167 -0.24639 0.07613
Br 5.69458 4.81433 -0.03767
C 4.52495 3.32174 0.00711
C 5.04700 2.03215 0.05448
C 4.18842 0.96056 0.08739
C 2.78503 1.10387 0.07592
O 2.10717 -0.02799 0.11592
C 2.26294 2.42807 0.02429
C 0.86556 2.85008 -0.00354
N -0.15737 2.09021 0.00651
C -1.49799 2.49198 -0.02229
C -1.91368 3.83200 -0.07560
C -3.25449 4.14760 -0.10143
C -4.21406 3.14412 -0.07553
C -3.84775 1.79418 -0.02338
C -4.80433 0.74568 0.00351
C -4.37968 -0.58349 0.05768
C -3.04352 -0.86487 0.08267
N -2.09170 0.12349 0.05606
C -2.45689 1.45198 0.00441
C 3.16894 3.50688 -0.00763
H 6.11768 1.87894 0.06507
H 4.57186 -0.05063 0.12447
H 0.73321 3.93525 -0.03693
H -1.18568 4.63145 -0.09704
H -3.55710 5.18614 -0.14228
H -5.26818 3.39154 -0.09583
H -5.85663 0.99523 -0.01691
H -5.09030 -1.39851 0.08206
H -2.67792 -1.88159 0.12970
H 2.76990 4.51293 -0.04569
N 0.01346 -8.11317 -0.04611
C 0.00392 -6.96582 -0.02956
C -0.00817 -5.52072 -0.00872
C 0.24442 -4.83696 1.17185
C 0.22199 -3.45308 1.14008
N -0.03204 -2.76266 0.03066
C -0.27349 -3.42551 -1.09826
C -0.27267 -4.80792 -1.16954
H 0.45394 -5.36512 2.09060
H 0.41643 -2.87859 2.03718
H -0.47987 -2.82863 -1.97814
H -0.47358 -5.31321 -2.10297
```

Computed properties:
Frontier orbital gap (alpha / beta)   0.1527 / 0.2397 hartree
F_max   0.4 eV Å⁻¹
HOMO level (alpha / beta)   -0.1923 / -0.2793 hartree
Charge   0
Spin multiplicity   2

---

Density functional theory data (the ωB97M-V functional and the def2-TZVPD basis) for C22H14F6N2O4 in the gas phase in a non-equilibrium geometry.

XYZ file:
```
48
Properties=species:S:1:pos:R:3
F -5.55832 3.81122 1.75304
C -5.67522 2.64122 1.04981
F -6.63832 1.89546 1.66763
F -6.16362 2.97372 -0.18902
C -4.36355 1.90967 0.92404
C -4.26539 0.57463 1.29845
C -3.04217 -0.08380 1.18125
C -1.93110 0.57615 0.63911
C -0.61724 -0.19786 0.48560
C 0.68396 0.61612 0.62013
C 0.70533 1.91526 1.15335
C 1.89031 2.64183 1.25608
C 3.10421 2.02260 1.00615
C 4.39239 2.79633 1.14590
F 5.36136 2.08188 1.79877
F 4.90696 3.12704 -0.08346
F 4.23282 3.96945 1.83055
C 3.13632 0.69869 0.57405
C 1.93534 0.01193 0.41046
C -2.08211 1.88191 0.15463
C -3.28598 2.56820 0.33819
H -5.12956 0.04616 1.69192
H -2.94929 -1.13107 1.48441
H -0.58448 -0.92768 1.31253
H -0.20512 2.41116 1.48000
H 1.86707 3.68460 1.55768
H 4.08434 0.19810 0.38683
H 2.00382 -1.03267 0.12312
H -1.25924 2.39602 -0.34276
H -3.36433 3.61050 0.03499
C -0.75458 -1.03029 -0.76277
N -0.97982 -0.12162 -2.02387
O -2.15178 0.20456 -2.31209
O 0.02126 0.26346 -2.67293
C 0.31103 -2.06306 -1.05986
C 0.96853 -2.12084 -2.29538
C 1.95239 -3.07329 -2.52858
C 2.27288 -4.01167 -1.53533
N 3.45438 -4.79283 -1.70808
O 3.85423 -5.53131 -0.78276
O 4.06211 -4.66628 -2.79931
C 1.60749 -3.98553 -0.29276
C 0.61437 -3.03770 -0.06844
H -1.70785 -1.58051 -0.73017
H 0.78820 -1.39250 -3.07260
H 2.50359 -3.04095 -3.46384
H 1.90050 -4.69432 0.47831
H 0.09388 -3.01208 0.88699
```

Computed properties:
Frontier orbital gap   0.3229 hartree
F_max   3.4 eV Å⁻¹
HOMO level   -0.3724 hartree
Charge   0
Spin multiplicity   1

---

Density functional theory data (the ωB97M-V functional and the def2-TZVPD basis) for C22H15AsCdO5 as an isolated structure in a non-equilibrium geometry.

XYZ file:
```
44
Properties=species:S:1:pos:R:3
Cd 0.25288 -0.83520 0.11730
O -0.66554 3.85850 0.17308
C -0.67588 2.82267 -0.32560
C 2.25109 -1.08485 -0.27569
O 3.36996 -1.25819 -0.05800
C -1.79650 -1.57489 -0.17267
O -2.72224 -2.24964 -0.04963
C -0.06711 -0.03237 -2.46542
O -0.03270 0.03742 -3.60759
O 0.64998 0.57092 1.82860
As 0.34775 0.31926 3.48382
C -0.68364 -1.29173 3.61183
C -1.97898 -1.31643 3.06825
C -2.73668 -2.48708 3.14910
C -2.20272 -3.62746 3.74810
C -0.88602 -3.62036 4.24470
C -0.12368 -2.44367 4.16556
C 2.07285 0.14978 4.32556
C 2.19341 -0.09156 5.69858
C 3.46020 -0.23826 6.28551
C 4.62188 -0.13692 5.51263
C 4.48960 0.11763 4.14368
C 3.22737 0.26767 3.55010
C -0.52628 1.89308 4.14406
C -1.83235 1.83899 4.64632
C -2.45387 3.01331 5.09682
C -1.77721 4.23628 5.09840
C -0.45504 4.26438 4.63686
C 0.17638 3.09895 4.17718
H -2.38482 -0.43308 2.56914
H -3.75606 -2.50224 2.73902
H -2.80886 -4.53426 3.83382
H -0.46037 -4.52209 4.68666
H 0.91304 -2.43910 4.52112
H 1.29830 -0.18097 6.31196
H 3.54200 -0.43276 7.35193
H 5.61101 -0.23958 5.97466
H 5.38497 0.19637 3.53355
H 3.13834 0.44664 2.47916
H -2.36474 0.88873 4.69185
H -3.48386 2.97920 5.45034
H -2.25935 5.14866 5.47122
H 0.08799 5.20496 4.64563
H 1.21278 3.13599 3.83218
```

Computed properties:
Frontier orbital gap   0.2209 hartree
F_max   7.5 eV Å⁻¹
HOMO level   -0.5357 hartree
Charge   +2
Spin multiplicity   1